[1]
C25H29N7O9S2Zn as an isolated structure. Source: the OMol25 dataset; level of theory: ωB97M-V with the def2-TZVPD basis set.

The calculation puts the HOMO-LUMO gap at 6.643 eV.

```
73
Properties=species:S:1:pos:R:3:forces:R:3:lowdin_charge:R:1
Zn -0.501 -0.264 0.067 -0.03 0.05 0.08 0.522
O 0.418 3.460 2.287 -0.01 -0.01 0.01 0.140
C 0.360 2.218 1.842 0.04 0.01 0.00 -0.470
O -0.526 1.819 1.119 -0.10 -0.01 0.05 0.049
C 1.500 1.340 2.313 0.00 0.01 0.01 -0.111
O 1.150 -0.022 2.312 -0.01 0.03 0.01 -0.171
C 0.203 -0.367 3.324 0.00 0.04 -0.03 -0.085
C -1.243 -0.230 2.824 -0.09 -0.01 0.03 -0.613
O -2.066 0.378 3.507 0.01 0.01 -0.03 0.030
O -1.480 -0.817 1.710 0.08 0.05 -0.08 -0.098
H -0.391 3.926 1.966 -0.04 0.03 -0.06 0.087
H 2.318 1.466 1.600 0.00 -0.02 0.00 0.135
H 1.829 1.674 3.301 0.00 -0.01 0.00 0.142
H 0.375 -1.419 3.557 -0.01 0.00 0.02 0.128
H 0.358 0.236 4.221 -0.01 0.01 0.00 0.133
S 1.388 0.363 -1.093 -0.02 -0.08 -0.04 0.646
C 2.173 -1.172 -0.781 0.05 0.03 0.04 -0.792
N 3.456 -1.266 -0.773 -0.06 0.27 0.07 0.032
N 4.045 -2.436 -0.423 0.01 -0.27 -0.30 -0.002
C 3.711 -3.253 0.676 -0.04 0.05 0.21 -0.270
C 4.155 -4.570 0.678 -0.01 -0.02 0.01 -0.042
C 3.897 -5.394 1.767 0.01 0.01 -0.04 -0.096
C 3.183 -4.918 2.855 -0.01 0.03 0.00 -0.104
C 2.743 -3.598 2.849 -0.02 -0.04 0.02 -0.082
C 3.006 -2.763 1.779 0.02 -0.02 -0.05 -0.038
N 1.440 -2.373 -0.586 0.02 -0.08 -0.11 0.072
N 0.230 -2.265 -0.369 -0.04 -0.06 0.07 0.015
C -0.474 -3.497 -0.205 0.02 0.07 -0.01 -0.226
C -1.844 -3.457 -0.409 -0.04 -0.02 0.01 -0.027
C -2.592 -4.614 -0.262 0.01 0.01 -0.01 -0.072
C -1.965 -5.796 0.109 0.01 0.00 0.00 -0.080
C -0.592 -5.822 0.325 0.00 -0.01 0.01 -0.067
C 0.166 -4.674 0.167 -0.01 0.00 0.02 -0.001
H 5.025 -2.412 -0.644 0.06 0.04 0.05 0.134
H 4.686 -4.952 -0.185 0.01 0.01 0.00 0.111
H 4.249 -6.418 1.752 0.00 0.00 0.00 0.102
H 2.971 -5.563 3.698 0.00 0.00 0.00 0.098
H 2.195 -3.210 3.699 0.01 -0.01 0.00 0.098
H 2.656 -1.738 1.793 0.02 -0.03 0.01 0.094
H -2.307 -2.524 -0.703 -0.01 0.02 0.01 0.095
H -3.660 -4.594 -0.432 0.00 0.00 0.00 0.105
H -2.548 -6.699 0.234 0.00 0.00 0.00 0.104
H -0.108 -6.742 0.624 0.00 0.00 0.00 0.107
H 1.234 -4.677 0.340 0.01 0.02 0.00 0.097
C -1.682 5.079 4.692 -0.02 0.00 -0.01 -0.099
C -2.554 3.927 4.211 0.05 0.00 0.03 -0.287
S -3.213 4.272 2.600 0.04 0.06 0.01 0.674
O -4.142 5.368 2.669 0.02 -0.01 0.00 -0.286
O -2.104 4.377 1.664 0.01 0.01 0.00 -0.310
C -4.117 2.786 2.243 -0.05 -0.07 -0.04 -0.197
C -4.646 2.745 0.808 -0.01 -0.09 -0.06 -0.104
N -3.669 2.169 -0.120 0.07 -0.05 0.11 0.073
C -3.315 0.865 -0.080 0.00 0.02 0.04 -0.307
N -2.243 0.635 -0.831 0.06 0.02 -0.06 0.071
C -1.896 1.837 -1.394 -0.01 -0.04 0.01 -0.043
C -2.756 2.784 -0.956 0.00 0.11 0.11 -0.146
N -2.786 4.167 -1.331 -0.17 -0.18 -0.48 -0.335
O -1.823 4.578 -1.943 0.08 0.06 0.17 0.111
O -3.799 4.803 -1.102 0.04 0.07 0.19 0.086
C -4.096 -0.154 0.667 -0.01 0.00 -0.02 0.015
H -1.344 4.873 5.707 0.00 -0.01 0.00 0.083
H -2.239 6.015 4.700 0.00 -0.01 0.00 0.082
H -0.804 5.199 4.061 0.01 0.01 0.00 0.070
H -3.417 3.774 4.861 -0.01 -0.01 -0.01 0.112
H -2.009 2.984 4.124 0.00 -0.01 0.01 0.093
H -4.949 2.787 2.949 -0.02 0.00 -0.03 0.122
H -3.465 1.939 2.473 0.05 0.01 0.01 0.079
H -4.940 3.723 0.445 0.03 0.05 0.02 0.116
H -5.523 2.101 0.784 -0.01 0.01 -0.01 0.129
H -1.050 1.950 -2.051 0.00 0.00 -0.01 0.116
H -5.131 -0.154 0.316 -0.01 0.00 0.01 0.098
H -4.074 0.027 1.742 0.02 -0.01 0.00 0.082
H -3.656 -1.131 0.508 0.00 -0.02 -0.02 0.067
```
Positions in Å, forces in eV/Å.

---

[2]
A 2-piece molecular cluster, C4H15N6 overall. Source: the OMol25 dataset; level of theory: ωB97M-V with the def2-TZVPD basis set.

The calculation puts the HOMO-LUMO gap at 9.052 eV. As for the total charge: +1.

```
25
Properties=species:S:1:pos:R:3:forces:R:3:lowdin_charge:R:1
C 1.241 2.359 0.524 -0.47 -1.77 0.87 -0.075
C 0.018 -1.753 1.119 0.42 0.59 0.63 0.061
C -2.307 -0.325 0.847 -2.31 1.29 0.85 -0.088
C 2.296 -0.444 -0.384 -1.72 3.99 -1.20 -0.237
N -1.726 -0.057 -2.066 2.12 -2.54 -1.40 0.037
N 2.696 -1.433 0.212 1.77 -1.33 0.68 0.139
N 0.887 1.462 -0.612 -3.04 -1.70 -0.08 -0.046
N -0.088 -0.534 0.369 -0.63 1.60 -1.02 -0.119
N 0.961 0.023 -0.292 0.36 1.82 -0.42 -0.088
N -1.137 0.111 0.265 2.21 1.29 -0.24 0.005
H 0.720 3.284 0.382 0.65 0.89 -0.59 0.085
H 0.897 2.087 1.528 -0.66 -0.70 -0.14 0.074
H 2.310 2.285 0.694 0.30 0.99 -0.65 0.079
H 0.429 -2.544 0.542 0.50 -0.59 -0.37 0.100
H 0.670 -1.448 1.956 -0.40 -0.82 -0.05 0.137
H -1.016 -1.892 1.333 -0.11 -1.03 0.95 0.068
H -3.144 0.341 0.540 0.82 -0.09 0.41 0.121
H -2.182 -0.319 1.927 -0.38 -0.10 0.25 0.120
H -2.614 -1.252 0.481 -0.39 -1.91 -0.30 0.081
H -2.058 0.594 -2.708 -0.82 2.23 -1.15 0.001
H 2.658 0.476 -1.001 0.87 -2.14 0.80 0.172
H -0.728 -0.226 -2.500 -2.43 -0.05 1.11 0.096
H -2.324 -0.849 -2.389 0.93 0.15 0.54 0.065
H 3.709 -1.451 0.101 0.04 -0.68 -0.03 0.088
H -0.168 1.505 -0.867 2.38 0.61 0.54 0.123
```
Positions in Å, forces in eV/Å.

---

[3]
One molecule with the formula C3H4ClFO. Source: the OMol25 dataset; level of theory: ωB97M-V with the def2-TZVPD basis set.

The calculation puts the HOMO-LUMO gap at 10.620 eV. Its structure (SMILES) is O=CC[C@H](F)Cl.

```
10
Properties=species:S:1:pos:R:3:forces:R:3:lowdin_charge:R:1
C 0.960 0.646 0.046 -1.29 -1.04 0.42 -0.729
C -0.241 -0.176 0.604 1.27 -0.63 2.13 -0.187
C -1.103 -0.593 -0.477 -2.77 -0.78 -3.15 -0.323
H 1.510 0.952 0.892 0.82 0.81 0.72 0.081
H 0.118 -1.177 1.163 -0.59 2.70 -0.82 0.164
H -0.828 0.546 1.260 0.63 -1.16 -0.40 0.150
H -1.721 -1.569 -0.529 1.10 0.81 0.96 0.142
O -1.282 0.110 -1.449 0.05 -0.34 0.34 0.043
F 0.562 1.725 -0.689 0.57 -0.51 0.37 -0.009
Cl 2.024 -0.465 -0.820 0.21 0.15 -0.58 0.666
```
Positions in Å, forces in eV/Å.